# 1
{
  "formula": "C16H16FNO5S",
  "method": "ωB97M-V with the def2-TZVPD basis set",
  "species": ["O", "S", "O", "N", "C", "C", "O", "C", "C", "C", "C", "F", "C", "C", "C", "C", "C", "C", "C", "C", "O", "C", "C", "O", "H", "H", "H", "H", "H", "H", "H", "H", "H", "H", "H", "H", "H", "H", "H", "H"],
  "positions_angstrom": [[-0.39, -3.37, 1.06], [-0.29, -1.96, 1.33], [0.03, -1.52, 2.65], [0.93, -1.38, 0.35], [0.89, -1.76, -1.04], [2.29, -1.83, -1.67], [2.87, -0.56, -1.86], [3.63, 0.02, -0.89], [4.22, 1.23, -1.25], [5.03, 1.92, -0.36], [5.24, 1.38, 0.89], [6.03, 2.05, 1.77], [4.67, 0.18, 1.28], [3.86, -0.50, 0.39], [-1.76, -1.13, 0.75], [-2.59, -1.76, -0.16], [-3.68, -1.08, -0.66], [-3.95, 0.22, -0.24], [-3.12, 0.83, 0.71], [-2.01, 0.15, 1.19], [-3.37, 2.09, 1.19], [-4.68, 2.54, 0.91], [-5.04, 2.26, -0.54], [-5.02, 0.86, -0.79], [1.13, -0.41, 0.52], [0.27, -1.08, -1.64], [0.44, -2.76, -1.06], [2.20, -2.25, -2.67], [2.93, -2.48, -1.07], [4.03, 1.61, -2.24], [5.48, 2.85, -0.64], [4.85, -0.21, 2.27], [3.40, -1.42, 0.71], [-2.37, -2.78, -0.45], [-4.35, -1.53, -1.37], [-1.37, 0.61, 1.92], [-4.69, 3.61, 1.12], [-5.39, 2.03, 1.57], [-6.04, 2.60, -0.78], [-4.31, 2.76, -1.20]],
  "e_homo_ev": -8.513,
  "gap_ev": 9.1,
  "e_tot_ha": -1548.27535,
  "smiles": "O=S(=O)(NCCOc1ccc(F)cc1)c1ccc2c(c1)OCCO2",
  "charge": 0,
  "de_lowest_kj_mol": 0.0,
  "lumo_energy_ev": 0.55
}


# 2
{
  "formula": "C20H33N3O4S",
  "method": "ωB97M-V with the def2-TZVPD basis set",
  "species": ["C", "C", "C", "C", "N", "C", "C", "C", "C", "S", "O", "O", "C", "C", "C", "N", "O", "O", "C", "C", "C", "N", "C", "C", "C", "C", "C", "C", "H", "H", "H", "H", "H", "H", "H", "H", "H", "H", "H", "H", "H", "H", "H", "H", "H", "H", "H", "H", "H", "H", "H", "H", "H", "H", "H", "H", "H", "H", "H", "H", "H"],
  "positions_angstrom": [[-4.25, -1.56, -2.39], [-3.45, -0.27, -2.23], [-4.19, 0.72, -1.33], [-2.06, -0.59, -1.66], [-1.14, 0.52, -1.70], [-0.35, 0.77, -2.89], [-1.00, 1.76, -3.87], [-0.04, 2.02, -5.03], [-1.35, 3.07, -3.16], [-0.57, 1.07, -0.25], [-1.70, 1.29, 0.60], [0.31, 2.17, -0.51], [0.37, -0.30, 0.49], [0.75, -1.26, -0.42], [1.25, -2.49, -0.02], [1.63, -3.45, -0.99], [2.06, -4.52, -0.60], [1.51, -3.15, -2.17], [1.31, -2.78, 1.34], [0.97, -1.82, 2.25], [0.55, -0.52, 1.88], [0.37, 0.43, 2.82], [0.39, 0.11, 4.24], [1.80, 0.09, 4.85], [2.63, 1.34, 4.55], [3.00, 1.46, 3.07], [1.97, 2.22, 2.23], [0.52, 1.85, 2.55], [-3.75, -2.24, -3.08], [-4.36, -2.06, -1.43], [-5.24, -1.35, -2.78], [-3.32, 0.19, -3.22], [-3.56, 1.57, -1.10], [-5.10, 1.06, -1.81], [-4.45, 0.24, -0.39], [-2.18, -0.86, -0.61], [-1.63, -1.44, -2.20], [-0.15, -0.17, -3.41], [0.59, 1.21, -2.55], [-1.92, 1.32, -4.27], [0.88, 2.47, -4.66], [0.22, 1.09, -5.53], [-0.49, 2.69, -5.76], [-2.05, 2.88, -2.35], [-1.79, 3.77, -3.85], [-0.45, 3.51, -2.73], [0.65, -1.07, -1.48], [1.64, -3.76, 1.66], [1.04, -2.08, 3.30], [-0.11, -0.84, 4.41], [-0.21, 0.88, 4.74], [2.35, -0.78, 4.49], [1.68, -0.01, 5.93], [3.55, 1.26, 5.14], [2.11, 2.23, 4.88], [3.14, 0.46, 2.66], [3.96, 1.97, 2.98], [2.16, 2.04, 1.17], [2.08, 3.30, 2.40], [-0.12, 2.17, 1.74], [0.19, 2.38, 3.45]],
  "e_homo_ev": -8.359,
  "gap_ev": 8.0,
  "e_tot_ha": -1645.20688,
  "smiles": "CC(C)CN(CC(C)C)S(=O)(=O)c1cc([N+](=O)[O-])ccc1N1CCCCCC1",
  "charge": 0,
  "de_lowest_kj_mol": 445.1,
  "lumo_energy_ev": -0.38
}


# 3
{
  "formula": "C5H15NO",
  "method": "ωB97M-V with the def2-TZVPD basis set",
  "species": ["C", "C", "C", "C", "C", "N", "H", "H", "H", "H", "H", "H", "H", "H", "H", "H", "H", "H", "H", "O", "H", "H"],
  "positions_angstrom": [[0.64, 2.70, 0.79], [0.76, 1.28, 0.14], [1.96, 1.37, -0.82], [0.82, 0.19, 1.23], [-0.22, -0.97, 1.04], [-1.50, -0.36, 0.62], [0.01, 2.65, 1.68], [0.15, 3.37, 0.07], [1.65, 2.96, 1.12], [-0.12, 1.08, -0.46], [1.97, 2.24, -1.48], [2.13, 0.44, -1.36], [2.84, 1.50, -0.18], [0.60, 0.59, 2.21], [1.84, -0.24, 1.27], [-0.34, -1.57, 1.95], [0.03, -1.53, 0.13], [-1.99, 0.02, 1.42], [-2.09, -1.12, 0.26], [-3.19, -4.87, -3.61], [-2.40, -4.49, -3.23], [-3.56, -5.22, -2.78]],
  "e_homo_ev": -9.433,
  "gap_ev": 10.0,
  "e_tot_ha": -329.46980,
  "smiles": "CC(C)CCN.O",
  "charge": 0,
  "de_lowest_kj_mol": 99.3,
  "lumo_energy_ev": 0.52
}


# 4
{
  "formula": "C33H33LiN3O2S2",
  "method": "ωB97M-V with the def2-TZVPD basis set",
  "species": ["Li", "C", "C", "C", "C", "C", "C", "N", "C", "C", "C", "C", "C", "N", "C", "C", "C", "C", "C", "C", "N", "H", "H", "H", "H", "H", "H", "H", "H", "H", "H", "H", "H", "H", "H", "H", "O", "S", "C", "C", "C", "C", "S", "O", "C", "C", "C", "C", "C", "C", "C", "C", "C", "C", "C", "C", "H", "H", "H", "H", "H", "H", "H", "H", "H", "H", "H", "H", "H", "H", "H", "H", "H", "H"],
  "positions_angstrom": [[1.07, -0.01, 0.44], [-0.04, -0.70, 3.92], [1.41, -0.36, 3.98], [2.05, -0.21, 5.22], [3.39, 0.10, 5.23], [4.06, 0.22, 4.03], [3.35, 0.02, 2.84], [2.05, -0.23, 2.83], [4.02, 0.03, 1.53], [5.41, -0.05, 1.46], [6.02, -0.06, 0.22], [5.22, -0.04, -0.91], [3.83, 0.00, -0.76], [3.26, 0.05, 0.44], [2.95, -0.01, -1.94], [3.48, -0.02, -3.23], [2.62, -0.03, -4.32], [1.26, -0.04, -4.08], [0.81, -0.04, -2.76], [-0.65, -0.04, -2.49], [1.64, -0.02, -1.72], [-0.60, -0.10, 4.63], [-0.19, -1.75, 4.18], [-0.36, -0.52, 2.90], [1.49, -0.34, 6.13], [3.91, 0.23, 6.17], [5.11, 0.47, 4.02], [6.01, -0.12, 2.35], [7.10, -0.10, 0.13], [5.68, -0.04, -1.88], [4.54, -0.01, -3.41], [3.01, -0.03, -5.32], [0.55, -0.05, -4.89], [-1.17, 0.47, -3.30], [-0.86, 0.46, -1.55], [-1.02, -1.06, -2.44], [-0.10, -1.50, 0.58], [-1.15, -2.41, 1.09], [-2.55, -1.29, 1.60], [-2.63, -0.08, 0.69], [-3.21, 1.16, 1.37], [-2.14, 2.03, 2.03], [-0.79, 2.78, 0.97], [0.04, 1.64, 0.51], [-1.78, 3.26, -0.49], [-1.17, 3.14, -1.73], [-1.88, 3.44, -2.88], [-3.20, 3.85, -2.79], [-3.78, 4.05, -1.54], [-3.06, 3.79, -0.39], [-1.92, -3.11, -0.40], [-3.22, -3.57, -0.45], [-3.68, -4.20, -1.59], [-2.84, -4.38, -2.68], [-1.53, -3.93, -2.62], [-1.07, -3.30, -1.48], [-2.32, -1.00, 2.62], [-3.46, -1.88, 1.62], [-3.22, -0.33, -0.20], [-1.61, 0.15, 0.36], [-3.93, 0.87, 2.14], [-3.75, 1.75, 0.62], [-1.57, 1.47, 2.76], [-2.59, 2.88, 2.53], [-0.15, 2.81, -1.78], [-1.40, 3.37, -3.84], [-3.78, 4.02, -3.68], [-4.79, 4.42, -1.47], [-3.50, 3.99, 0.58], [-3.89, -3.45, 0.39], [-4.69, -4.58, -1.63], [-3.21, -4.87, -3.57], [-0.86, -4.10, -3.45], [-0.04, -2.96, -1.41]],
  "e_homo_ev": -10.920,
  "gap_ev": 8.7,
  "e_tot_ha": -2395.86801,
  "charge": 1,
  "de_lowest_kj_mol": 30.9,
  "lumo_energy_ev": -2.27
}


# 5
{
  "formula": "C5H13NS",
  "method": "ωB97M-V with the def2-TZVPD basis set",
  "species": ["C", "S", "C", "N", "C", "C", "C", "H", "H", "H", "H", "H", "H", "H", "H", "H", "H", "H", "H", "H"],
  "positions_angstrom": [[-1.83, -0.62, -0.43], [-0.52, 0.33, -1.02], [0.40, -0.66, -2.11], [-0.80, 2.28, -1.26], [0.63, 0.55, 0.39], [0.35, -0.63, 1.28], [1.26, -0.86, 2.48], [-2.64, 0.12, -0.31], [-2.17, -1.04, -1.39], [1.24, -0.21, -2.45], [-0.16, -1.18, -2.77], [-1.69, 2.29, -1.68], [0.02, 2.34, -1.90], [0.30, 1.53, 0.77], [1.71, 0.53, 0.03], [-0.80, -0.63, 1.49], [0.35, -1.51, 0.65], [2.13, -0.98, 1.93], [1.24, 0.05, 3.10], [0.97, -1.70, 3.19]],
  "e_homo_ev": -7.866,
  "gap_ev": 8.3,
  "e_tot_ha": -650.99410,
  "smiles": "C=S(=C)(N)CCC",
  "charge": 0,
  "de_lowest_kj_mol": 656.0,
  "lumo_energy_ev": 0.42
}